# C4H6ClNO

A single C4H6ClNO molecule at a distorted geometry (the ωB97M-V functional and the def2-TZVPD basis, the OMol25 dataset).

Structure (ORCA input):
```
! wB97M-V def2-TZVPD RIJCOSX def2/J DEFGRID3
* xyz 0 1
C 0.6627 1.4994 1.1956
C 0.0465 -0.9087 -1.4595
C -1.2654 -1.3425 -0.7094
C -0.1507 -0.6415 -0.0003
N 0.3382 2.6482 1.7658
O -0.3299 0.6762 0.6265
Cl 0.9044 -1.4444 1.2089
H 1.6070 1.2099 0.7797
H 0.7243 -1.7319 -1.8601
H -0.0781 0.0105 -2.0761
H -2.1739 -0.8089 -1.0299
H -1.3029 -2.4680 -0.5329
H 1.0178 3.3015 2.0918
*
```

Output
SMILES string: [H]/N=C/OC1(Cl)CC1
Gap between HOMO and LUMO in Eh: 0.4002
F_max in eV/Å: 5.4
LUMO level in eV: 0.865
Highest occupied orbital energy in eV: -10.02
Energy above the lowest of the compared OMol25 structures with the same formula, charge and spin in kJ/mol: 324.05



# C4H6ClNS

A single C4H6ClNS molecule at a distorted geometry (the ωB97M-V functional and the def2-TZVPD basis, the OMol25 dataset).

Structure (ORCA input):
```
! wB97M-V def2-TZVPD RIJCOSX def2/J DEFGRID3
* xyz 0 1
C -1.1853 0.5833 -0.6258
C -0.8883 -1.9184 -0.3393
C 0.8583 1.6261 0.8274
C -0.4355 -0.5031 -0.1209
N -1.9927 1.3033 -1.1108
S 1.0797 -0.1914 0.6628
Cl 3.0787 0.0072 -0.5502
H -0.2586 -2.4289 -1.1387
H -1.9017 -1.7094 -0.7335
H -0.9657 -2.6136 0.4033
H 1.0953 1.9288 -0.1783
H 1.6177 2.1007 1.5573
H -0.1016 1.8156 1.3466
*
```

Output
Gap between HOMO and LUMO (spin up / spin down) in Eh: 0.2705 / 0.2706
F_max in eV/Å: 4.5
LUMO level (spin up / spin down) in eV: -1.524 / -1.524
Highest occupied orbital energy (spin up / spin down) in eV: -8.89 / -8.89
Energy above the lowest of the compared OMol25 structures with the same formula, charge and spin in kJ/mol: 208.39



# C4H6ClNS

A single C4H6ClNS molecule at a distorted geometry (the ωB97M-V functional and the def2-TZVPD basis, the OMol25 dataset).

Structure (ORCA input):
```
! wB97M-V def2-TZVPD RIJCOSX def2/J DEFGRID3
* xyz 0 1
C 0.2759 1.5475 0.0211
C -0.3991 0.2813 0.2324
C 1.3931 -1.4611 -0.0240
C -1.7298 0.2012 -0.1381
H 1.3025 1.5621 0.6870
H 0.7340 1.4212 -1.0471
H -0.4758 2.3135 0.1256
H -0.5432 -1.8337 0.7330
H 1.5408 -2.5375 0.2928
H -2.0664 1.1657 -0.7453
N 0.1106 -1.0037 0.5330
S 2.8100 -0.6707 -0.3761
Cl -2.9525 -0.9858 -0.2943
*
```

Output
SMILES string: C/C(=C/Cl)NC=S
Gap between HOMO and LUMO in Eh: 0.2994
F_max in eV/Å: 6.6
LUMO level in eV: -0.168
Highest occupied orbital energy in eV: -8.31
Energy above the lowest of the compared OMol25 structures with the same formula, charge and spin in kJ/mol: 227.21



# C4H6ClNS

A single C4H6ClNS molecule at a distorted geometry (the ωB97M-V functional and the def2-TZVPD basis, the OMol25 dataset).

Structure (ORCA input):
```
! wB97M-V def2-TZVPD RIJCOSX def2/J DEFGRID3
* xyz 0 1
C 1.3870 -0.2987 -0.0930
C -0.4182 1.2143 -0.6056
C -0.0871 -0.2623 -0.3965
C -0.8733 -0.9043 0.7559
N 1.9999 0.8749 0.2538
S 0.9813 2.1526 0.1654
Cl 2.2513 -1.7453 -0.0816
H -0.4250 1.4788 -1.6645
H -1.3498 1.5287 -0.1393
H -0.2795 -0.8376 -1.3060
H -0.9085 -0.2436 1.6206
H -0.3901 -1.8313 1.0539
H -1.8880 -1.1263 0.4369
*
```

Output
SMILES string: C[C@H]1CSN=C1Cl
Gap between HOMO and LUMO in Eh: 0.3255
F_max in eV/Å: 5.7
LUMO level in eV: 0.707
Highest occupied orbital energy in eV: -8.15
Energy above the lowest of the compared OMol25 structures with the same formula, charge and spin in kJ/mol: 31.55



# C4H6ClNS2

2 unconnected molecules or ions with the total composition C4H6ClNS2 at a distorted geometry (the ωB97M-V functional and the def2-TZVPD basis, the OMol25 dataset).

Structure (ORCA input):
```
! wB97M-V def2-TZVPD RIJCOSX def2/J DEFGRID3
* xyz 0 1
C 0.4335 -2.1441 -2.3605
C 1.4380 -1.0691 0.2747
C -1.3156 2.3911 1.6487
C -0.4732 -1.3287 -1.7428
N 1.2837 -2.8588 -2.7252
S -0.2753 -0.7006 -0.1203
S 0.4996 2.4277 1.5743
Cl -2.0172 -1.0966 -2.4284
H 1.9960 -0.4191 -0.4414
H 1.7627 -2.0547 0.1414
H 1.7654 -0.4523 1.2100
H -1.6819 2.0271 2.6296
H -1.6700 1.9411 0.7296
H -1.7457 3.3369 1.6101
*
```

Output
Gap between HOMO and LUMO (spin up / spin down) in Eh: 0.3030 / 0.2207
F_max in eV/Å: 4.5
LUMO level (spin up / spin down) in eV: -1.326 / -2.174
Highest occupied orbital energy (spin up / spin down) in eV: -9.57 / -8.18
Energy above the lowest of the compared OMol25 structures with the same formula, charge and spin in kJ/mol: 344.63



# C4H6ClP

2 unconnected molecules or ions with the total composition C4H6ClP at a distorted geometry (the ωB97M-V functional and the def2-TZVPD basis, the OMol25 dataset).

Structure (ORCA input):
```
! wB97M-V def2-TZVPD RIJCOSX def2/J DEFGRID3
* xyz 0 1
C 0.1614 -0.3031 -1.1028
C 1.2580 -1.1392 -0.7179
C -0.0863 0.6968 -0.2428
C 0.8433 0.7365 0.9144
P 2.0015 -0.7202 0.7444
Cl -3.6460 -0.4075 0.2897
H -0.3894 -0.5029 -2.0047
H 1.5740 -1.9683 -1.3277
H -2.6147 -0.1910 1.0171
H -0.8643 1.4314 -0.3530
H 1.4393 1.6538 0.9084
H 0.3230 0.7136 1.8748
*
```

Output
SMILES string: C1=CCP=C1.Cl
Gap between HOMO and LUMO in Eh: 0.3169
F_max in eV/Å: 1.0
LUMO level in eV: 0.102
Highest occupied orbital energy in eV: -8.52
Energy above the lowest of the compared OMol25 structures with the same formula, charge and spin in kJ/mol: 0.00



# C4H6CrO2

A molecular structure, C4H6CrO2 at a distorted geometry (the ωB97M-V functional and the def2-TZVPD basis, the OMol25 dataset).

Structure (ORCA input):
```
! wB97M-V def2-TZVPD RIJCOSX def2/J DEFGRID3
* xyz 0 5
H -1.8361 -1.2674 0.8435
O -2.5065 0.1408 -0.8082
C -1.6214 0.0677 0.3085
C -0.2918 0.5334 0.1521
C 0.7599 -0.5501 0.0826
C 2.1521 -0.0798 -0.0906
O 2.4517 1.1167 -0.1824
Cr 0.7249 2.2059 -0.1113
H -2.0708 0.6995 -1.4625
H -2.1651 0.4658 1.1807
H 0.6373 -1.2874 -0.7468
H 0.8056 -1.2148 0.9757
H 2.9602 -0.8304 -0.1413
*
```

Output
Gap between HOMO and LUMO (spin up / spin down) in Eh: 0.1733 / 0.2007
F_max in eV/Å: 5.4
LUMO level (spin up / spin down) in eV: -0.931 / -1.099
Highest occupied orbital energy (spin up / spin down) in eV: -5.65 / -6.56
Energy above the lowest of the compared OMol25 structures with the same formula, charge and spin in kJ/mol: 0.00



# C4H6CuO2

A molecular structure, C4H6CuO2 at a distorted geometry (the ωB97M-V functional and the def2-TZVPD basis, the OMol25 dataset).

Structure (ORCA input):
```
! wB97M-V def2-TZVPD RIJCOSX def2/J DEFGRID3
* xyz 1 1
H 3.4151 0.9672 0.7509
O 2.3762 2.7624 0.5069
C 2.4425 1.5658 0.6479
C 1.5581 0.5561 0.0584
C 0.5786 0.0024 0.8062
C -2.1009 0.7542 -0.3996
O -2.9648 0.1824 0.2439
Cu -4.1780 -0.1172 1.8401
H 1.5914 0.4368 -1.0283
H 0.5278 0.1912 1.8824
H -0.0253 -0.8182 0.4147
H -1.7705 0.3529 -1.3775
H -1.8144 1.8005 -0.1715
*
```

Output
Gap between HOMO and LUMO in Eh: 0.2439
F_max in eV/Å: 3.8
LUMO level in eV: -6.098
Highest occupied orbital energy in eV: -12.74
Energy above the lowest of the compared OMol25 structures with the same formula, charge and spin in kJ/mol: 104.84



# C4H6CuO2

A molecular structure, C4H6CuO2 at a distorted geometry (the ωB97M-V functional and the def2-TZVPD basis, the OMol25 dataset).

Structure (ORCA input):
```
! wB97M-V def2-TZVPD RIJCOSX def2/J DEFGRID3
* xyz 1 1
H 1.0081 0.9937 0.7136
O -0.9220 2.5056 0.1300
C -0.5817 1.3003 0.4850
C 0.4151 0.6915 -0.3552
C 0.7599 -0.7643 -0.5861
C 0.3307 -1.7845 0.4133
O -0.6016 -1.6564 1.1875
Cu -2.2370 -0.3744 1.1686
H -1.8739 2.5672 -0.0272
H 0.5300 1.2421 -1.3015
H 1.8519 -0.8731 -0.6830
H 0.4048 -1.1230 -1.5682
H 0.9156 -2.7247 0.4232
*
```

Output
Gap between HOMO and LUMO in Eh: 0.2962
F_max in eV/Å: 4.6
LUMO level in eV: -4.928
Highest occupied orbital energy in eV: -12.99
Energy above the lowest of the compared OMol25 structures with the same formula, charge and spin in kJ/mol: 126.15